Entry w
This record from the Open Molecules 2025 dataset describes a molecular structure, CH5N3. The level of theory is ωB97M-V/def2-TZVPD.

The total charge is 0. The value obtained for the lowest unoccupied orbital energy (spin up / spin down) is 0.818 / 0.816 eV. The HOMO energy (spin up / spin down) is -8.5 / -8.5 eV.

Structure (XYZ):
```
9
CH5N3 (ωB97M-V/def2-TZVPD)
C -1.398 -0.213 0.179
N 2.232 0.246 -0.149
N 1.363 -0.460 0.264
N -0.211 0.620 0.389
H -1.419 -0.816 1.110
H -2.223 0.492 -0.100
H -1.569 -0.754 -0.770
H 3.075 -0.166 -0.473
H 0.150 1.051 -0.449
```

=====

Entry x
This record from the Open Molecules 2025 dataset describes a single CH5N3 molecule. The level of theory is ωB97M-V/def2-TZVPD.

The total charge is 0. The SMILES is [H]/N=C\NN. The value obtained for the lowest unoccupied orbital energy is 0.595 eV. The HOMO energy is -8.7 eV.

Structure (XYZ):
```
9
CH5N3 (ωB97M-V/def2-TZVPD)
H -0.887 -1.450 -0.060
N -1.508 -0.608 -0.055
C -0.812 0.544 0.068
N 0.560 0.619 0.161
N 1.302 -0.484 -0.064
H -1.482 1.389 -0.234
H 0.951 1.355 -0.539
H 1.664 -0.798 0.992
H 2.145 -0.452 -0.858
```

=====

According to the calculations, the structures order from most to least stable as entry x, entry w.

=====

Entry w
This record from the Open Molecules 2025 dataset describes a single C9H9NO3 molecule. The level of theory is ωB97M-V/def2-TZVPD.

The total charge is 0. The SMILES is CON1C(=O)[C@@]12C=CC=C/C2=C\O. The value obtained for the lowest unoccupied orbital energy (spin up / spin down) is -0.293 / -0.294 eV. The HOMO energy (spin up / spin down) is -7.4 / -7.4 eV.

Structure (XYZ):
```
22
C9H9NO3 (ωB97M-V/def2-TZVPD)
C -1.109 2.886 0.915
O 0.137 2.062 1.225
N 0.834 1.683 0.188
C 0.387 1.426 -1.114
O -0.086 1.989 -2.016
C 0.658 0.084 -0.617
C 2.040 -0.392 -0.486
C 2.322 -1.583 0.060
C 1.165 -2.284 0.650
C -0.085 -1.873 0.503
C -0.395 -0.861 -0.386
C -1.641 -0.765 -1.004
O -2.516 -1.782 -0.871
H -1.891 2.155 0.849
H -1.006 3.566 0.128
H -1.237 3.386 1.832
H 2.750 0.406 -0.654
H 3.226 -2.126 0.125
H 1.512 -3.166 1.362
H -0.843 -2.465 1.022
H -2.108 0.187 -1.359
H -2.116 -2.534 -0.352
```

=====

Entry x
This record from the Open Molecules 2025 dataset describes 2 unconnected molecules or ions with the total composition C9H9NO3. The level of theory is ωB97M-V/def2-TZVPD.

The total charge is 0. The value obtained for the lowest unoccupied orbital energy (spin up / spin down) is -0.464 / -0.310 eV. The HOMO energy (spin up / spin down) is -8.0 / -8.0 eV.

Structure (XYZ):
```
22
C9H9NO3 (ωB97M-V/def2-TZVPD)
C -1.888 2.056 0.083
C -2.815 1.096 -0.163
C -0.535 1.697 0.287
C -0.245 0.377 0.277
C -2.497 -0.300 -0.183
C 0.249 -2.447 0.814
C -0.775 -1.958 0.136
C 2.693 0.504 -1.308
C 2.269 0.040 -0.001
N -1.120 -0.598 0.080
O -3.274 -1.213 -0.386
O 2.547 -0.878 -0.943
O 2.852 0.052 1.213
H -2.162 3.103 0.092
H -3.848 1.340 -0.360
H 0.224 2.448 0.425
H 0.443 -3.503 0.811
H 0.925 -1.825 1.374
H -1.483 -2.582 -0.394
H 1.950 0.870 -2.003
H 3.720 0.804 -1.484
H 2.769 0.918 1.631
```

=====

According to the calculations, the structures order from most to least stable as entry x, entry w.

=====

Entry w
This record from the Open Molecules 2025 dataset describes 2 unconnected molecules or ions with the total composition C2H3N3O3. The level of theory is ωB97M-V/def2-TZVPD.

The total charge is 0. The value obtained for the lowest unoccupied orbital energy is -0.515 eV. The HOMO energy is -8.8 eV.

Structure (XYZ):
```
11
C2H3N3O3 (ωB97M-V/def2-TZVPD)
C -0.088 0.175 -0.059
C 1.196 0.901 -0.064
H -2.355 -1.070 -0.898
H -1.312 1.631 0.906
H 1.733 -2.039 0.407
N -1.328 0.870 0.188
N -0.004 -1.133 -0.133
N 1.393 -1.307 -0.202
O -2.610 0.065 -0.079
O 1.965 -0.165 0.254
O 1.409 2.072 -0.319
```

=====

Entry x
This record from the Open Molecules 2025 dataset describes a molecular structure, C2H3N3O3. The level of theory is ωB97M-V/def2-TZVPD.

The total charge is 0. The value obtained for the lowest unoccupied orbital energy is -0.406 eV. The HOMO energy is -9.2 eV.

Structure (XYZ):
```
11
C2H3N3O3 (ωB97M-V/def2-TZVPD)
C 0.253 0.194 1.055
C -0.759 -0.082 0.051
H -0.654 -0.956 2.403
H -0.748 -0.568 -2.742
H -2.438 -1.041 -0.562
N 1.277 0.834 0.594
N -0.024 0.207 -1.161
N -1.792 -0.827 0.224
O 0.030 -0.130 2.281
O 1.158 1.010 -0.833
O 0.143 -0.831 -1.865
```

=====

According to the calculations, the structures order from most to least stable as entry w, entry x.

=====

Entry w
This record from the Open Molecules 2025 dataset describes a single C2H3N3O3 molecule. The level of theory is ωB97M-V/def2-TZVPD.

The total charge is 0. The SMILES is COn1nnoc1=O. The value obtained for the lowest unoccupied orbital energy is 0.342 eV. The HOMO energy is -10.6 eV.

Structure (XYZ):
```
11
C2H3N3O3 (ωB97M-V/def2-TZVPD)
C 0.162 -0.926 2.196
O 0.104 -1.643 0.816
N 0.202 -0.594 -0.172
N 1.385 0.007 -0.520
N 1.216 1.115 -1.081
O -0.112 1.569 -1.040
C -0.821 0.305 -0.542
O -2.036 0.362 -0.401
H -0.818 -0.273 2.292
H 0.330 -1.697 3.036
H 1.164 -0.312 2.152
```

=====

Entry x
This record from the Open Molecules 2025 dataset describes a single C2H3N3O3 molecule. The level of theory is ωB97M-V/def2-TZVPD.

The total charge is 0. The SMILES is O/N=c1\cnon1O. The value obtained for the lowest unoccupied orbital energy is -0.075 eV. The HOMO energy is -9.1 eV.

Structure (XYZ):
```
11
C2H3N3O3 (ωB97M-V/def2-TZVPD)
O -2.192 0.142 -0.144
N -1.168 -0.898 -0.170
C -0.113 -0.163 -0.103
C 0.086 1.280 0.091
N 1.338 1.553 0.050
O 2.032 0.498 -0.303
N 1.149 -0.544 -0.492
O 1.676 -1.611 0.136
H -3.018 -0.335 -0.043
H -0.775 2.006 0.197
H 0.983 -1.928 0.780
```

=====

According to the calculations, the structures order from most to least stable as entry w, entry x.